1 | {
  "formula": "C3H5CsO3",
  "method": "wB97M-V/def2-TZVPD",
  "elements": ["Cs", "H", "O", "H", "H", "H", "O", "O", "H", "C", "C", "C"],
  "positions_angstrom": [[-4.171, 1.403, 0.619], [0.811, -1.072, 1.345], [1.212, 0.653, -1.224], [0.689, -0.801, -2.587], [1.345, 0.652, 1.366], [0.118, 0.068, 2.537], [-1.450, 0.620, -1.314], [-0.576, 0.306, 0.641], [1.132, -1.408, -0.712], [0.819, -0.678, -1.492], [-0.436, 0.292, -0.699], [0.505, -0.034, 1.520]],
  "lowdin_charge": [0.95, 0.08, -0.24, 0.09, 0.09, 0.08, -0.13, -0.13, 0.06, -0.17, -0.61, -0.07],
  "homo_energy_ev": -5.0,
  "orbital_gap_ev": 3.860,
  "lumo_ha": -0.04331,
  "total_charge": 0
}

2 | {
  "formula": "C3H5CsO3",
  "method": "wB97M-V/def2-TZVPD",
  "elements": ["H", "O", "O", "O", "H", "Cs", "C", "C", "H", "H", "C", "H"],
  "positions_angstrom": [[0.797, -1.200, -1.910], [-1.013, -0.582, 1.743], [0.202, 0.892, 0.500], [0.489, -1.344, 0.116], [0.024, 1.439, -1.483], [-2.908, 1.838, 2.051], [0.196, -0.727, -1.125], [0.167, -0.432, 1.160], [0.702, -0.664, 2.167], [-0.874, -0.829, -1.381], [0.568, 0.722, -0.859], [1.649, 0.886, -0.979]],
  "lowdin_charge": [0.12, -0.35, -0.14, -0.07, 0.11, 0.96, -0.19, -0.63, 0.16, 0.12, -0.20, 0.12],
  "homo_energy_ev": -6.6,
  "orbital_gap_ev": 5.805,
  "lumo_ha": -0.02871,
  "total_charge": 0
}

Most stable pick: 2. Distance to second place: 52.7 kcal/mol.

1 | {
  "formula": "C12H18ClN2",
  "method": "wB97M-V/def2-TZVPD",
  "elements": ["C", "H", "H", "C", "C", "H", "H", "H", "C", "C", "Cl", "C", "H", "H", "H", "H", "H", "H", "N", "H", "C", "C", "H", "H", "H", "H", "C", "C", "H", "H", "C", "C", "N"],
  "positions_angstrom": [[1.451, -2.237, -0.630], [0.510, -1.684, -3.184], [3.816, -1.651, 1.694], [0.092, 1.494, 3.186], [2.268, -0.292, 1.242], [-1.891, 0.223, -3.312], [-2.171, 2.431, 0.015], [-0.939, 1.170, 3.292], [1.035, -0.043, 0.523], [-2.207, 0.331, 0.029], [-2.440, -1.009, 0.972], [-0.978, -0.211, -3.711], [-1.598, 0.202, -0.872], [0.743, 0.674, 3.477], [-3.746, 1.716, -0.194], [-3.044, 1.724, 1.418], [1.127, -2.976, -1.346], [-1.092, -2.001, -2.508], [-0.039, -0.534, -1.515], [-1.212, -0.710, -4.646], [0.384, 1.936, 1.749], [2.936, -1.454, 1.101], [1.405, 2.334, 1.690], [0.264, 2.331, 3.856], [2.598, 0.451, 1.952], [-0.273, 0.590, -3.913], [-0.367, -1.207, -2.730], [2.495, -2.466, 0.188], [3.032, -3.402, 0.151], [-0.306, 2.739, 1.472], [0.745, -0.974, -0.606], [-2.805, 1.616, 0.362], [0.207, 0.893, 0.798]],
  "lowdin_charge": [0.00, 0.12, 0.12, -0.06, 0.00, 0.06, 0.10, 0.06, -0.20, -0.47, 0.88, -0.08, 0.03, 0.07, 0.12, 0.09, 0.11, 0.13, 0.05, 0.08, -0.26, -0.04, 0.12, 0.08, 0.11, 0.08, -0.27, -0.04, 0.12, 0.10, -0.23, -0.10, 0.09],
  "homo_energy_ev": -12.0,
  "orbital_gap_ev": 6.708,
  "lumo_ha": -0.19625,
  "total_charge": 1
}

2 | {
  "formula": "C12H18ClN2",
  "method": "wB97M-V/def2-TZVPD",
  "elements": ["H", "H", "Cl", "H", "H", "N", "H", "C", "N", "C", "H", "H", "H", "H", "H", "C", "C", "H", "C", "H", "C", "H", "H", "C", "C", "C", "C", "H", "H", "H", "C", "C", "H"],
  "positions_angstrom": [[1.278, 2.611, -3.070], [-0.270, 1.095, 2.942], [-0.348, 2.300, 0.404], [1.100, -0.077, -2.561], [2.049, -0.957, -0.470], [-1.514, 0.005, 0.343], [-0.981, -3.144, 1.072], [-0.815, -2.355, 0.434], [-0.751, -2.611, -1.003], [-2.053, 0.424, -0.948], [2.306, 3.909, -1.524], [-3.360, 1.851, -0.252], [3.121, 3.109, 0.729], [1.152, 0.599, 2.266], [-2.949, -1.464, 0.428], [0.074, 0.387, 2.220], [-1.873, -1.263, 0.799], [0.283, -2.776, -1.260], [-2.949, 1.410, -1.112], [-3.488, 1.613, -2.034], [2.232, 0.199, -0.733], [0.113, -1.896, 0.717], [3.336, 0.495, 0.905], [2.835, 2.420, -0.087], [-0.650, 0.743, 0.988], [2.225, 2.904, -1.227], [1.611, 0.693, -1.892], [-1.692, -0.247, -1.745], [-2.047, -1.253, 1.895], [-1.368, -3.250, -1.543], [1.726, 2.065, -2.190], [2.847, 1.043, 0.169], [-0.345, -0.623, 2.476]],
  "lowdin_charge": [0.13, 0.10, 0.94, 0.12, 0.14, -0.10, 0.09, -0.22, 0.00, -0.15, 0.10, 0.06, 0.12, 0.11, 0.17, -0.03, -0.16, 0.11, 0.07, 0.09, -0.13, 0.09, 0.09, -0.10, -0.60, -0.16, -0.11, 0.12, 0.14, 0.10, -0.11, -0.13, 0.10],
  "homo_energy_ev": -12.4,
  "orbital_gap_ev": 8.400,
  "lumo_ha": -0.14562,
  "total_charge": 1
}

Most stable pick: 2. Distance to second place: 10.9 kcal/mol.

1 | {
  "formula": "C5H16N2O",
  "method": "wB97M-V/def2-TZVPD",
  "elements": ["H", "H", "H", "H", "H", "N", "C", "C", "H", "H", "H", "H", "H", "H", "C", "H", "N", "C", "O", "H", "H", "H", "C", "H"],
  "positions_angstrom": [[0.850, -1.451, -0.239], [0.775, 1.959, -3.761], [-1.237, 0.544, -1.244], [-0.606, -0.838, -2.296], [2.886, 1.206, -1.508], [-0.540, -0.506, 0.974], [-0.167, -1.079, -0.351], [0.885, 0.658, -1.975], [-0.075, 0.377, 1.157], [-0.688, -2.024, -0.467], [2.190, 0.008, -0.438], [-1.983, -1.897, 1.538], [-1.875, -0.409, 2.524], [-1.368, -0.485, 4.559], [-1.495, -0.950, 1.681], [-0.976, -1.885, 4.898], [0.500, 1.892, -2.784], [1.990, 0.934, -0.958], [-0.763, -1.179, 4.278], [-0.478, 2.137, -2.680], [0.985, 2.703, -2.375], [1.255, 0.017, -2.741], [-0.406, -0.101, -1.523], [1.689, 1.752, -0.300]],
  "lowdin_charge": [0.13, 0.19, 0.13, 0.13, 0.11, 0.08, -0.12, -0.30, 0.18, 0.14, 0.08, 0.14, 0.10, 0.05, 0.19, 0.07, 0.24, -0.01, -0.05, 0.17, 0.18, 0.14, -0.08, 0.10],
  "homo_energy_ev": -17.9,
  "orbital_gap_ev": 10.330,
  "lumo_ha": -0.27931,
  "total_charge": 2
}

2 | {
  "formula": "C5H16N2O",
  "method": "wB97M-V/def2-TZVPD",
  "elements": ["H", "H", "C", "H", "C", "H", "C", "C", "H", "H", "O", "H", "H", "H", "N", "H", "H", "C", "H", "N", "H", "H", "H", "H"],
  "positions_angstrom": [[3.109, -4.306, 1.955], [-0.237, -2.885, 0.555], [0.542, -0.205, 0.033], [-2.682, 1.507, -1.609], [-0.656, 1.741, -1.188], [-0.081, 3.724, -0.417], [0.338, 1.280, -0.112], [-0.763, 3.263, -1.140], [-0.491, 3.789, -2.059], [-0.355, -0.566, 1.934], [2.419, -4.151, 1.287], [0.480, -2.817, 2.077], [1.213, -0.633, -0.708], [0.101, 1.793, 0.821], [0.438, -2.397, 1.140], [1.277, 1.647, -0.521], [-2.416, 1.503, 0.026], [0.221, -0.936, 1.085], [-0.413, 1.322, -2.154], [-2.043, 1.191, -0.871], [1.405, -2.633, 0.856], [-1.775, 3.560, -0.862], [-2.058, 0.167, -0.887], [2.427, -4.958, 0.756]],
  "lowdin_charge": [0.09, 0.18, -0.06, 0.18, -0.30, 0.10, -0.14, -0.02, 0.11, 0.14, -0.04, 0.18, 0.14, 0.14, 0.19, 0.15, 0.18, -0.06, 0.16, 0.22, 0.13, 0.10, 0.17, 0.08],
  "homo_energy_ev": -18.5,
  "orbital_gap_ev": 11.764,
  "lumo_ha": -0.24759,
  "total_charge": 2
}

Most stable pick: 2. Distance to second place: 21.9 kcal/mol.

1 | {
  "formula": "C5H16N2O",
  "method": "wB97M-V/def2-TZVPD",
  "elements": ["H", "H", "H", "H", "H", "C", "N", "C", "H", "H", "C", "H", "C", "H", "H", "H", "O", "H", "H", "H", "H", "N", "C", "H"],
  "positions_angstrom": [[-1.780, 2.973, 1.768], [1.850, 0.459, -0.444], [2.528, -1.201, -1.828], [-1.059, -0.134, -1.140], [-0.528, 1.130, -0.140], [-0.452, -0.748, 0.779], [-0.191, -0.090, 2.070], [1.091, 0.132, -1.140], [-0.989, 0.421, 2.481], [0.028, -0.775, 2.778], [1.095, 1.128, -2.285], [0.894, 2.143, -1.933], [-0.268, 0.113, -0.443], [1.369, -1.978, -1.005], [0.319, 0.945, -3.038], [-2.906, 1.918, 1.894], [-1.963, 2.026, 1.697], [-0.822, -2.730, 0.004], [2.066, 1.172, -2.765], [0.569, 0.583, 1.978], [-0.727, -2.536, 1.800], [1.513, -1.215, -1.664], [-0.648, -2.056, 0.829], [1.063, -1.428, -2.555]],
  "lowdin_charge": [0.08, 0.15, 0.19, 0.15, 0.12, -0.28, 0.24, -0.33, 0.15, 0.17, -0.02, 0.11, -0.10, 0.16, 0.11, 0.08, -0.04, 0.10, 0.10, 0.18, 0.10, 0.25, 0.14, 0.19],
  "homo_energy_ev": -18.7,
  "orbital_gap_ev": 11.910,
  "lumo_ha": -0.24886,
  "total_charge": 2
}

2 | {
  "formula": "C5H16N2O",
  "method": "wB97M-V/def2-TZVPD",
  "elements": ["H", "C", "H", "H", "C", "O", "C", "H", "N", "H", "N", "H", "H", "H", "H", "C", "H", "H", "H", "H", "C", "H", "H", "H"],
  "positions_angstrom": [[-1.359, 1.205, 2.789], [0.263, -0.397, -1.420], [-1.792, 1.448, -0.135], [-0.812, -0.508, -1.479], [0.174, 1.207, 0.629], [-0.406, -0.959, 3.123], [0.664, 0.925, -0.772], [1.857, -1.570, -0.520], [-1.302, 1.351, 0.764], [0.208, -1.132, 3.853], [0.777, -0.438, -2.849], [0.504, 0.495, 1.367], [0.620, 2.159, 0.912], [0.056, -0.636, -3.547], [1.762, 0.967, -0.716], [-1.925, 1.258, 1.856], [1.290, 0.398, -3.142], [-2.986, 1.151, 2.057], [-1.135, -1.581, 3.219], [0.328, -1.725, 0.287], [0.791, -1.617, -0.685], [0.471, -2.558, -1.145], [1.464, -1.205, -2.976], [0.489, 1.759, -1.468]],
  "lowdin_charge": [0.12, -0.33, 0.19, 0.15, -0.11, -0.05, -0.14, 0.11, 0.08, 0.08, 0.24, 0.11, 0.15, 0.19, 0.15, 0.19, 0.18, 0.14, 0.06, 0.08, -0.02, 0.11, 0.19, 0.14],
  "homo_energy_ev": -18.4,
  "orbital_gap_ev": 10.664,
  "lumo_ha": -0.28577,
  "total_charge": 2
}

Most stable pick: 1. Distance to second place: 6.9 kcal/mol.